A structure of composition C6H12O. Source: the OMol25 dataset; level of theory: ωB97M-V/def2-TZVPD.

Structure (ORCA input):
```
! RIJCOSX wB97M-V def2-TZVPD def2/J DEFGRID3
* xyz 0 1
C -1.781 -1.921 1.228
C -1.249 -0.910 0.215
C 0.011 -0.191 0.705
C 0.516 0.812 -0.303
C 1.086 0.433 -1.671
O 2.296 1.240 -1.361
C 1.752 1.588 -0.214
H -1.025 -2.679 1.467
H -2.065 -1.426 2.165
H -2.664 -2.439 0.839
H -2.022 -0.166 -0.019
H -1.021 -1.427 -0.729
H 0.776 -0.954 0.940
H -0.213 0.326 1.648
H 0.347 2.199 -0.463
H 0.612 0.877 -2.556
H 1.361 -0.613 -1.849
H 2.321 2.082 0.566
H 0.962 3.169 -0.606
*
```

Summary:
largest force on an atom	0.016	hartree/bohr
energy relative to the best compared isomer or geometry (same formula, charge and spin)	631.2	kJ/mol
total energy	-8457.8120	eV
orbital gap	7.749	eV